(1)
102
Properties=species:S:1:pos:R:3:forces:R:3:lowdin_spin:R:1 method="wB97M-V/def2-TZVPD" lumo_ev="-10.20 / -9.22" energy_ev=-127211.6824 e_homo_ev="-12.37 / -12.42" multiplicity=5 charge=+2
V 3.67021 -2.71817 -0.74495 -2.4 0.8 3.0 2.949
V 0.24248 -0.27770 -0.16959 -0.2 1.2 0.3 1.176
F 1.97167 -1.46990 -0.64510 -0.7 0.7 0.1 0.043
F -0.71906 -1.75488 0.86638 2.4 3.3 -2.4 -0.065
F 0.81718 1.16478 -1.55723 -1.3 -3.5 3.2 -0.086
F 1.01766 0.78199 1.45961 -1.6 -2.5 -3.5 -0.013
F 6.19035 1.75106 0.98407 -1.1 0.4 -0.6 0.000
C 5.37447 2.69718 0.36865 0.8 -0.2 0.8 0.000
C 4.32411 2.32901 -0.45626 0.3 0.2 -0.9 0.000
C 3.60568 3.32024 -1.12335 -0.2 1.2 2.2 0.000
C 3.78218 4.67533 -0.68492 -0.1 -1.1 -1.2 0.000
C 4.86805 5.02217 0.09632 -0.2 -0.8 -0.5 0.000
C 5.67803 4.01559 0.62389 -0.2 0.9 0.1 0.000
H 4.06337 1.31414 -0.71789 0.4 -0.3 0.3 0.000
H 2.79778 2.96880 -1.74801 -0.1 0.4 -0.2 0.000
H 3.11718 5.47678 -0.97105 -0.1 -0.1 -0.5 0.000
H 5.10073 6.07246 0.19196 0.0 0.0 0.5 0.000
H 6.46934 4.35857 1.27395 0.3 -0.6 0.0 0.000
F 1.24660 -3.87562 5.91301 0.5 -0.3 0.0 0.000
C 0.42895 -2.88282 5.61295 -1.8 1.4 -0.1 0.000
C 0.48442 -2.25252 4.36763 0.1 0.0 -0.3 0.000
C -0.44002 -1.26604 3.97863 -0.3 -0.1 1.4 0.000
C -1.41918 -0.81383 4.91320 2.2 -0.8 -1.9 0.000
C -1.39938 -1.42744 6.13514 -0.7 -0.2 1.6 0.000
C -0.54235 -2.47305 6.51566 0.1 0.1 -0.8 0.000
H 1.31890 -2.56945 3.75968 0.0 0.1 -0.5 0.000
H -0.42589 -0.76684 3.02103 0.4 -0.2 -0.1 0.000
H -1.99241 0.03582 4.57275 -0.5 -0.1 0.6 0.000
H -2.09465 -1.10256 6.89504 -0.2 0.0 0.1 0.000
H -0.65018 -2.96807 7.46946 0.0 0.1 0.1 0.000
F -3.08241 3.85783 -2.04445 0.3 -0.4 -0.2 -0.002
C -2.26666 4.58939 -2.81261 0.8 1.9 -0.7 -0.003
C -1.01898 4.16881 -3.24572 -0.9 -1.2 0.8 -0.003
C -0.22412 4.93009 -4.10675 -1.1 -1.3 0.3 0.000
C -0.74936 6.08982 -4.55725 -0.6 2.6 0.4 -0.003
C -1.93573 6.68347 -3.95986 1.9 -1.3 -1.4 -0.002
C -2.68434 5.90128 -3.13401 -0.6 -0.8 0.6 0.000
H -0.73558 3.16164 -2.97798 0.2 -0.2 0.2 0.000
H 0.66370 4.45462 -4.49676 0.2 0.3 -0.1 0.000
H -0.19299 6.64679 -5.29660 -0.1 0.2 0.0 0.000
H -2.22160 7.68582 -4.24263 -0.1 -0.1 0.0 0.000
H -3.63703 6.23851 -2.75315 0.0 0.1 0.2 0.000
F -0.15458 -4.62373 -3.21099 0.5 0.8 -0.1 0.000
C -1.07280 -5.46497 -2.75582 -2.6 -1.4 0.9 0.000
C -2.26487 -5.03771 -2.15748 0.0 0.6 0.6 0.000
C -3.22348 -5.95228 -1.63136 1.3 0.3 -1.7 0.000
C -2.97107 -7.29806 -1.81087 -0.7 -0.3 0.4 0.000
C -1.81645 -7.74572 -2.41231 1.1 0.5 -0.1 0.000
C -0.89520 -6.81673 -2.89585 0.9 -0.7 0.2 0.000
H -2.35708 -3.96631 -2.05741 -0.5 0.2 0.1 0.000
H -4.22501 -5.75609 -1.27804 0.2 0.9 0.2 0.000
H -3.76153 -7.94326 -1.45692 0.3 -0.5 0.0 0.000
H -1.47811 -8.77077 -2.44690 -0.6 -0.2 -0.1 0.000
H 0.05774 -7.15752 -3.27292 0.0 -0.2 -0.3 0.000
C 0.44239 4.20430 0.05375 -0.6 0.2 0.1 0.000
C -0.97199 4.46221 0.39407 -0.1 -0.1 -0.4 0.000
N -2.08067 4.68120 0.61945 0.6 -0.3 0.1 0.000
H 0.72578 3.18342 0.30986 0.0 0.1 0.3 0.000
H 1.02974 4.95011 0.58937 0.2 -0.3 0.0 0.000
H 0.60292 4.29667 -1.02040 -0.2 0.2 0.0 0.000
C -3.49975 -3.33665 1.89518 0.4 -0.4 0.4 0.000
C -3.75268 -2.76370 0.59482 -0.4 0.8 -2.1 0.000
N -3.94482 -2.23895 -0.42559 0.4 -0.8 1.6 0.000
H -3.17608 -2.51799 2.53794 -0.2 -0.2 0.4 0.000
H -2.68302 -4.05782 1.86422 0.0 0.1 -0.2 0.000
H -4.34918 -3.89585 2.28744 -0.2 0.4 0.0 0.000
C -1.14376 2.95549 3.37909 -0.8 -1.3 0.0 0.000
C -0.20898 4.00486 3.51554 0.0 -0.5 0.0 0.000
N 0.50831 4.87352 3.62146 1.4 1.6 0.1 0.000
H -0.91523 2.34518 2.50536 -0.2 0.3 -0.4 0.000
H -2.11853 3.44150 3.33776 -0.2 -0.5 -0.2 0.000
H -1.07146 2.23307 4.19209 -0.1 0.3 0.4 0.000
C 3.77904 0.41846 3.02820 0.1 -1.9 0.2 0.002
C 3.95682 -0.78382 2.15051 0.1 -1.1 -2.8 0.012
N 4.01544 -1.65739 1.35968 0.0 2.2 1.3 -0.003
H 4.25050 1.34025 2.68739 -0.1 -0.3 -0.4 0.000
H 4.23379 0.10132 3.96666 0.0 0.3 0.3 0.000
H 2.70036 0.48998 3.16762 0.0 0.3 0.0 0.000
C -3.90361 0.48026 1.54669 -0.4 0.4 0.1 0.000
C -2.76196 0.67375 0.68304 2.2 -0.1 -2.2 0.001
N -1.86715 0.79873 -0.07131 -0.5 -1.2 2.3 -0.007
H -3.68398 -0.18050 2.38530 0.3 0.1 0.0 0.000
H -4.74311 0.04171 1.00724 0.2 0.1 -0.3 0.000
H -4.20285 1.45495 1.93209 0.0 0.0 0.1 0.000
C -0.14409 -4.98483 1.28339 0.4 0.4 0.5 0.001
C 1.10523 -4.39605 0.87064 -1.0 -0.5 0.1 0.008
N 2.12836 -4.00344 0.58076 2.4 1.2 -1.6 -0.002
H -0.77643 -5.18380 0.41813 0.0 -0.2 0.1 0.000
H -0.60336 -4.27254 1.96881 -0.2 0.0 0.0 0.000
H 0.17151 -5.85269 1.86246 -0.5 -0.4 -0.2 0.000
C -1.41303 -1.55798 -4.71817 0.3 0.0 0.6 0.000
C -1.06236 -1.50059 -3.25688 -1.0 -0.1 -4.6 0.002
N -0.79510 -1.34671 -2.17795 1.6 1.1 4.3 -0.004
H -0.93634 -2.39901 -5.22168 -0.1 -0.3 0.4 0.000
H -1.00835 -0.69489 -5.24676 0.0 0.3 0.4 0.000
H -2.49250 -1.56142 -4.86925 0.1 -0.2 0.2 0.000
C 2.85612 0.86760 -3.95646 -0.6 -0.5 -1.6 0.000
C 2.32661 -0.48192 -4.32270 0.2 -0.3 0.4 0.000
N 1.91718 -1.52750 -4.61091 0.4 1.1 0.5 0.000
H 3.28548 1.25979 -4.87839 0.3 0.0 0.0 0.000
H 3.64043 0.87814 -3.19959 -0.5 -0.1 0.1 0.000
H 1.99570 1.51962 -3.80600 0.2 -0.1 0.7 0.000

=====

(2)
87
Properties=species:S:1:pos:R:3:forces:R:3:lowdin_charge:R:1 method="wB97M-V/def2-TZVPD" de_lowest_kcal_mol=0.0 lumo_ev=-3.97 energy_ev=-46659.5010 e_homo_ev=-9.77 charge=+1
C -3.03439 6.83909 4.10113 0.4 0.0 -0.1 -0.151
C -3.17400 6.24540 5.50092 -0.5 0.2 0.0 -0.138
N -2.52643 4.96363 5.56798 0.0 -0.3 -0.7 -0.062
C -2.11021 4.33749 6.80331 0.2 -0.1 0.4 -0.106
C -1.60619 2.94105 6.35638 0.2 -0.3 0.9 -0.075
C -1.78727 2.92688 4.87185 0.0 -0.5 -1.1 -0.132
C -1.51953 2.00629 3.88633 -0.1 0.5 0.4 0.050
C -1.84832 2.29695 2.51526 -0.2 -0.2 0.0 -0.192
C -1.44869 1.37106 1.52255 -0.2 0.4 -0.2 0.059
C -1.40550 1.56158 0.12303 0.3 0.0 0.1 -0.193
C -1.31348 0.40193 -0.72522 -0.1 0.1 -0.7 0.054
C -1.39209 0.54175 -2.09176 0.1 0.3 1.2 -0.126
C -1.58776 1.83469 -2.62133 -0.2 -0.1 -0.7 -0.114
N -1.69637 1.79836 -3.96453 0.0 0.2 0.8 -0.059
C -1.81986 2.97763 -4.77788 0.3 0.4 -0.2 -0.136
C -2.46930 4.10871 -3.98349 -0.3 -0.1 0.1 -0.151
C -1.88399 4.29693 -2.57041 0.3 0.7 -0.2 -0.128
C -1.64179 3.00828 -1.85237 0.2 -0.3 0.8 -0.127
C -1.44592 2.85980 -0.48711 -0.5 -0.2 -0.7 0.043
C -1.54296 0.46222 -4.49693 -0.1 -0.5 -0.3 -0.101
C -1.32180 -0.41562 -3.23892 0.1 -0.8 -0.5 -0.067
C -2.57436 3.50220 2.22713 0.3 0.5 0.6 0.044
C -2.75275 4.48619 3.19004 0.2 -0.8 -0.4 -0.127
C -2.36606 4.15714 4.49908 0.1 0.5 0.5 -0.116
C -3.34088 5.84240 2.96615 -0.7 0.4 -0.2 -0.128
H -3.70120 7.70233 4.02250 0.2 -0.1 0.0 0.119
H -2.00605 7.20121 3.97773 -0.2 0.0 0.0 0.123
H -2.71432 6.89619 6.25552 -0.1 0.0 -0.2 0.134
H -4.24507 6.14518 5.75456 0.3 0.0 0.0 0.138
H -1.30905 4.92185 7.28020 -0.2 -0.1 -0.1 0.130
H -2.94784 4.27890 7.51374 0.2 0.0 -0.2 0.131
H -0.55998 2.80651 6.65442 -0.2 -0.1 -0.1 0.126
H -2.19884 2.16292 6.85393 0.2 0.0 -0.2 0.127
H -1.03112 1.06313 4.12641 -0.1 0.1 -0.1 0.130
H -1.15489 0.38398 1.88247 0.0 0.1 -0.1 0.127
H -1.22176 -0.58515 -0.27382 0.0 0.2 0.0 0.130
H -0.82424 3.30109 -5.13175 -0.2 -0.2 0.0 0.138
H -2.41879 2.71875 -5.65993 0.1 0.2 0.1 0.134
H -2.36344 5.03726 -4.55157 -0.1 -0.1 0.1 0.119
H -3.54201 3.89758 -3.88939 0.2 0.0 -0.1 0.123
H -0.94634 4.86924 -2.63809 -0.2 -0.1 0.0 0.130
H -2.58254 4.91199 -1.99031 0.2 0.0 -0.1 0.122
H -1.32851 3.75185 0.12712 -0.1 -0.3 -0.2 0.123
H -2.45188 0.15912 -5.03945 0.2 0.1 0.1 0.131
H -0.70416 0.41756 -5.20818 -0.2 0.0 0.2 0.130
H -0.34976 -0.92383 -3.30164 -0.3 0.1 0.1 0.099
H -2.09562 -1.19182 -3.18592 0.2 0.1 0.1 0.129
H -2.99810 3.65834 1.23562 0.2 -0.1 0.3 0.122
H -4.43139 5.76097 2.84143 0.2 0.0 0.0 0.130
H -2.95026 6.25855 2.03006 -0.1 -0.1 0.1 0.122
C 1.85114 -8.51202 -1.27821 0.0 0.1 0.0 -0.089
C 0.75936 -7.67454 -1.53373 0.1 0.2 0.0 -0.078
C 0.90918 -6.28718 -1.46995 0.3 -0.4 0.1 -0.032
C 2.15043 -5.73483 -1.14091 0.1 0.4 -0.1 -0.210
C 2.28647 -4.21516 -1.12880 0.0 -0.2 0.1 -0.204
C 2.65504 -3.64216 -2.49339 -0.3 -0.2 0.0 -0.180
C 2.18018 -2.37479 -2.85584 0.1 -0.1 -0.4 -0.066
C 2.50361 -1.83589 -4.10567 0.1 -0.3 0.2 -0.092
C 3.32516 -2.55356 -4.98614 -0.1 0.1 0.1 -0.093
C 3.79935 -3.81443 -4.62152 -0.1 0.0 0.3 -0.071
C 3.46122 -4.36453 -3.37896 0.0 0.4 -0.3 -0.013
C 3.30528 -3.71194 -0.08831 0.7 -0.7 0.0 -0.326
C 3.06594 -4.24318 1.34860 -0.1 0.2 -0.4 -0.116
C 3.31597 -3.04304 2.28158 0.2 -0.1 0.0 -0.154
C 3.43608 -1.80132 1.37507 0.1 0.3 0.3 -0.213
N 3.26259 -2.28859 0.02880 -0.6 0.8 -0.3 -0.032
C 3.24549 -6.56600 -0.88464 -0.3 -0.4 -0.1 -0.055
C 3.09179 -7.95714 -0.95819 0.0 0.3 0.0 -0.072
H 1.73562 -9.59744 -1.33506 0.0 0.4 0.0 0.104
H -0.21343 -8.09318 -1.79023 0.3 0.0 0.1 0.103
H 0.06868 -5.61752 -1.67497 0.2 -0.3 0.1 0.116
H 1.30662 -3.80054 -0.83310 0.3 0.0 -0.1 0.145
H 1.55397 -1.81927 -2.14871 0.2 -0.2 -0.3 0.100
H 2.10997 -0.85656 -4.38238 0.2 -0.2 0.0 0.092
H 3.58593 -2.13037 -5.96037 -0.1 -0.2 0.4 0.103
H 4.43016 -4.38979 -5.30131 -0.2 0.2 0.1 0.107
H 3.81985 -5.35822 -3.10079 -0.1 0.3 -0.1 0.114
H 4.31410 -4.04221 -0.42894 -0.4 0.0 0.1 0.146
H 2.03569 -4.60831 1.45395 0.2 0.0 -0.1 0.119
H 3.74279 -5.08081 1.54678 -0.3 0.2 0.1 0.109
H 2.49077 -2.92589 2.98874 0.2 0.0 0.0 0.100
H 4.24085 -3.19059 2.84802 -0.2 0.1 0.0 0.104
H 2.64238 -1.07638 1.60884 0.2 0.0 0.1 0.095
H 4.40062 -1.28707 1.52593 -0.2 -0.2 0.0 0.108
H 3.63802 -1.73241 -0.73117 0.1 -0.3 0.3 0.121
H 4.22337 -6.13552 -0.63846 -0.4 -0.2 -0.1 0.114
H 3.95686 -8.59331 -0.76344 -0.3 0.1 -0.1 0.106